<one>
# C3H10NO

A 2-piece molecular cluster, C3H10NO overall (wB97M-V/def2-TZVPD, the OMol25 dataset).

The total charge is +1. The calculation puts the LUMO energy at -5.307 eV. As for the HOMO energy: -14.99 eV. The calculation puts the frontier orbital gap at 9.7 eV.

Last column: natural (NBO) charge in e.
Atoms and positions in Å:
C: 2.18123 1.69568 -1.44229  0.1532
N: 1.52726 0.66033 -1.75519  -0.5830
H: 2.55798 2.33382 -2.23557  0.2122
H: 2.68322 1.91652 -0.50927  0.2376
H: 0.83669 0.21181 -1.07807  0.4729
H: 1.40699 0.46819 -2.74809  0.4291
C: -1.21670 -0.08315 0.98074  -0.0599
O: -0.10779 -0.36260 0.06641  -0.7634
C: -1.60661 -1.39367 1.60543  -0.6503
H: -2.05044 0.40878 0.48618  0.1858
H: -0.74385 0.64133 1.63848  0.1966
H: -0.36605 -1.19926 -0.35029  0.4851
H: -1.63498 -2.19405 0.86069  0.2064
H: -2.57300 -1.40327 2.11077  0.2468
H: -0.89397 -1.70046 2.37007  0.2310


<two>
# C3H10NO

A 2-piece molecular cluster, C3H10NO overall (wB97M-V/def2-TZVPD, the OMol25 dataset).

The total charge is +1. The calculation puts the LUMO energy at -3.301 eV. As for the HOMO energy: -14.74 eV. The calculation puts the frontier orbital gap at 11.4 eV.

Last column: natural (NBO) charge in e.
Atoms and positions in Å:
C: 0.25044 2.15311 -0.95020  -0.4264
N: -0.58876 1.99311 0.30720  -0.7116
H: 0.94082 2.99492 -0.83548  0.2370
H: 0.83459 1.24489 -1.06418  0.2361
H: -0.40528 2.20812 -1.82707  0.2336
H: -0.04860 2.52546 0.98339  0.4468
H: -0.89128 0.92783 0.39412  0.4964
H: -1.45960 2.51006 0.18265  0.4247
O: -0.01541 -0.43581 0.43973  -0.6219
C: 0.01433 -1.48514 -0.17960  0.5134
C: 0.46303 -2.80478 0.37810  -0.7450
H: -0.36747 -1.46954 -1.21564  0.1307
H: 1.49088 -3.09600 0.18678  0.2769
H: -0.16140 -3.61963 0.00097  0.2577
H: 0.41064 -2.70825 1.45488  0.2514


<two> is the most stable structure; the next one sits 16.6 kcal/mol above it.


<one>
# C3H10NO

An isolated ion of composition C3H10NO and charge +1 (wB97M-V/def2-TZVPD, the OMol25 dataset).

As for the SMILES: C[NH2+]CCO. The total charge is +1. The calculation puts the LUMO energy at -3.259 eV. As for the HOMO energy: -15.31 eV. The calculation puts the frontier orbital gap at 12.1 eV.

Last column: natural (NBO) charge in e.
Atoms and positions in Å:
C: -1.99182 0.45029 0.16871  -0.4373
N: -0.69274 0.37052 -0.52183  -0.5208
C: 0.14812 -0.75707 0.02731  -0.2450
C: 1.69081 -0.46046 -0.14393  -0.0702
O: 1.84652 0.88785 0.11708  -0.7230
H: -1.68133 0.36613 1.25093  0.2293
H: -2.57445 1.37394 0.03996  0.2543
H: -2.71528 -0.35270 0.00102  0.2515
H: -0.61187 0.20915 -1.50748  0.4391
H: -0.10902 1.29441 -0.30808  0.4774
H: 0.06248 -0.77312 1.06828  0.2161
H: 0.03050 -1.67278 -0.44622  0.2313
H: 2.18020 -1.06871 0.64501  0.2089
H: 1.94849 -0.81024 -1.18964  0.1865
H: 2.46939 0.94280 0.79888  0.5016


<two>
# C3H10NO

A 3-piece molecular cluster, C3H10NO overall (wB97M-V/def2-TZVPD, the OMol25 dataset).

The total charge is +1. The calculation puts the LUMO energy at -10.146 eV. As for the HOMO energy: -14.47 eV. The calculation puts the frontier orbital gap at 4.3 eV.

Last column: natural (NBO) charge in e.
Atoms and positions in Å:
C: -1.97774 -0.34278 1.05549  -0.0632
C: -0.98936 0.10316 0.17562  0.0132
C: -1.29138 0.86125 -1.07916  -0.7272
O: 1.13103 -0.93114 -1.03629  -0.5938
N: 2.33364 0.06521 1.02541  -0.7759
H: -2.97835 -0.09662 0.72606  0.2246
H: -1.66504 -0.76124 2.00462  0.2310
H: 0.05130 -0.05029 0.32413  0.2318
H: -0.41124 0.70721 -1.71145  0.2597
H: -1.30484 1.94081 -0.88749  0.2795
H: -2.03552 0.41608 -1.74429  0.2666
H: 1.49957 -1.67915 -1.53240  0.4729
H: 2.83056 -0.28954 1.83564  0.3943
H: 2.90727 0.68654 0.46214  0.3923
H: 1.90010 -0.62950 0.38199  0.3942


<one> is the most stable structure; the next one sits 170.8 kcal/mol above it.


<one>
# C3H10NO

A 2-piece molecular cluster, C3H10NO overall (wB97M-V/def2-TZVPD, the OMol25 dataset).

The total charge is +1. The calculation puts the LUMO energy at -4.752 eV. As for the HOMO energy: -15.12 eV. The calculation puts the frontier orbital gap at 10.4 eV.

Last column: natural (NBO) charge in e.
Atoms and positions in Å:
C: 2.06223 -0.70481 -0.63882  -0.2583
O: 1.66862 0.51863 0.00777  -0.7673
H: 2.79687 -0.54158 -1.41759  0.2049
H: 1.18468 -1.19989 -1.04454  0.1734
H: 2.51511 -1.36030 0.11282  0.1957
H: 2.30501 1.20602 -0.17067  0.5070
C: -1.49053 -0.80286 1.07915  -0.4325
C: -1.70447 0.77468 -0.70033  0.1169
N: -0.99689 0.31688 0.23878  -0.3907
H: -0.74046 -1.03013 1.81946  0.2506
H: -2.42733 -0.46303 1.52012  0.2424
H: -1.72531 -1.59951 0.39391  0.2368
H: -2.70440 0.40216 -0.86698  0.2162
H: -1.30599 1.55921 -1.32726  0.2265
H: -0.00743 0.66921 0.23736  0.4786


<two>
# C3H10NO

A 2-piece molecular cluster, C3H10NO overall (wB97M-V/def2-TZVPD, the OMol25 dataset).

The total charge is +1. The calculation puts the LUMO energy at -3.582 eV. As for the HOMO energy: -14.71 eV. The calculation puts the frontier orbital gap at 11.1 eV.

Last column: natural (NBO) charge in e.
Atoms and positions in Å:
C: -0.60605 0.31660 1.97917  -0.6744
C: -0.45963 0.56957 0.50127  0.1289
C: -0.32001 1.76968 -0.01975  -0.3703
N: -0.45370 -0.58834 -0.43392  -0.7109
H: -1.23614 1.07168 2.45606  0.2661
H: -1.09274 -0.63482 2.18362  0.2339
H: 0.36661 0.50422 2.43732  0.2587
H: -0.10459 2.03538 -1.04891  0.2165
H: -0.41703 2.70879 0.51519  0.2479
H: -0.55226 -0.26114 -1.39639  0.4389
H: -1.11903 -1.33494 -0.26854  0.4548
H: 0.56474 -0.85811 -0.52657  0.4841
H: 2.49106 -1.73156 -1.80983  0.4913
H: 1.36352 -1.58318 -2.70680  0.4782
O: 1.57526 -1.98382 -1.86192  -0.9439


<two> is the most stable structure; the next one sits 2.9 kcal/mol above it.


<one>
# C3H10NO

A 2-piece molecular cluster, C3H10NO overall (wB97M-V/def2-TZVPD, the OMol25 dataset).

The total charge is +1. The calculation puts the LUMO energy at -3.414 eV. As for the HOMO energy: -15.47 eV. The calculation puts the frontier orbital gap at 12.1 eV.

Last column: natural (NBO) charge in e.
Atoms and positions in Å:
C: -2.37590 0.62514 0.87463  -0.2583
O: -1.52776 -0.14562 -0.00866  -0.7500
H: -1.92423 1.60892 1.00582  0.1760
H: -3.36140 0.72619 0.43170  0.2114
H: -2.45195 0.16104 1.85622  0.1964
H: -1.42763 -1.03836 0.33946  0.4959
C: 1.94981 -0.24850 -0.29298  -0.0771
C: 1.55940 -1.36812 -0.86109  -0.3276
N: 1.00354 0.82780 0.03866  -0.7208
H: 2.97297 -0.04001 -0.01653  0.2351
H: 2.29044 -2.13454 -1.07583  0.2490
H: 0.54786 -1.57789 -1.18340  0.2207
H: -0.00358 0.50288 -0.10756  0.4743
H: 1.07833 1.06910 1.03134  0.4343
H: 1.20564 1.68171 -0.48267  0.4408


<two>
# C3H10NO

A 2-piece molecular cluster, C3H10NO overall (wB97M-V/def2-TZVPD, the OMol25 dataset).

The total charge is +1. The calculation puts the LUMO energy at -3.552 eV. As for the HOMO energy: -13.47 eV. The calculation puts the frontier orbital gap at 9.9 eV.

Last column: natural (NBO) charge in e.
Atoms and positions in Å:
C: 1.64802 0.47948 1.91901  -0.4161
N: 1.34831 -0.75055 1.07342  -0.6811
H: 1.36003 1.30832 1.28181  0.2393
H: 1.03213 0.42432 2.79792  0.2332
H: 2.68974 0.54664 2.21232  0.2434
H: 0.52811 -0.59966 0.47623  0.4688
H: 1.03994 -1.50228 1.69267  0.4399
H: 2.19387 -0.91653 0.50839  0.4541
C: -2.28422 0.65826 -1.20785  -0.4325
C: -1.36343 -0.29598 -1.00080  0.0628
O: 0.02134 -0.04356 -1.20951  -0.7796
H: -2.01893 1.63987 -1.53058  0.2135
H: -3.20832 0.78672 -0.55501  0.2469
H: -1.54021 -1.32304 -0.65315  0.1894
H: -0.02226 0.13610 -2.16231  0.5181


<one> is the most stable structure; the next one sits 16.9 kcal/mol above it.


<one>
# C9H22N2Si

A 2-piece molecular cluster, C9H22N2Si overall (wB97M-V/def2-TZVPD, the OMol25 dataset).

The total charge is 0. The calculation puts the LUMO energy (spin up / spin down) at 0.354 / -0.145 eV. As for the HOMO energy (spin up / spin down): -8.87 / -5.89 eV. The calculation puts the frontier orbital gap (spin up / spin down) at 9.2 / 5.7 eV.

Last column: natural (NBO) charge in e.
Atoms and positions in Å:
C: -0.59546 -0.21218 -3.45093  -0.3832
C: 0.30295 0.34180 -2.54355  -0.7457
C: -0.92950 2.19941 1.80594  -0.6097
C: 2.95194 -0.65253 -0.87885  -0.6087
C: 2.22889 -0.49608 1.51623  -0.5870
C: -0.11688 -2.48670 0.28227  -0.4183
C: -2.09849 -1.25232 0.15625  -0.4242
C: -2.33392 2.50213 1.31368  -0.2866
C: 1.96877 0.09770 0.03027  -0.7271
N: -2.51943 1.96404 -0.00854  -0.5127
N: -0.67871 -1.20811 0.08526  -0.9090
Si: 0.24108 -0.03950 -0.70674  1.6336
H: -0.59181 -0.03419 -4.49865  0.1930
H: -1.07661 -1.15802 -3.10770  0.1820
H: 1.13022 0.98838 -2.92086  0.2271
H: -0.08862 2.51007 1.19420  0.2114
H: -0.80990 2.80925 2.68170  0.2085
H: -0.73260 1.11374 1.89334  0.2126
H: 3.90845 -0.42999 -0.45111  0.2024
H: 2.68822 -1.77768 -0.75024  0.1927
H: 3.00796 -0.41629 -1.92486  0.2162
H: 3.22287 -0.22380 1.75340  0.2063
H: 2.15299 -1.54746 1.44107  0.1911
H: 1.40304 -0.10894 2.19494  0.2156
H: 0.96065 -2.34909 0.43651  0.1905
H: -0.30531 -2.76747 1.31511  0.1999
H: -0.16854 -3.19983 -0.53883  0.1890
H: -2.53410 -1.66456 -0.64713  0.1803
H: -2.33398 -1.62764 1.14957  0.1831
H: -2.41230 -0.20419 0.33959  0.2494
H: -3.03125 1.90919 1.96674  0.1929
H: -2.52791 3.56889 1.50180  0.1769
H: 2.29928 1.17443 0.12408  0.2364
H: -2.58200 2.67753 -0.75395  0.3211


<two>
# C9H22N2Si

A 2-piece molecular cluster, C9H22N2Si overall (wB97M-V/def2-TZVPD, the OMol25 dataset).

As for the SMILES: C/C=[Si](\C)N(C)C.C/C=N\CC. The total charge is 0. The calculation puts the LUMO energy at 0.679 eV. As for the HOMO energy: -7.03 eV. The calculation puts the frontier orbital gap at 7.7 eV.

Last column: natural (NBO) charge in e.
Atoms and positions in Å:
C: 1.78826 -2.30682 0.33518  -0.6266
C: 1.60628 -0.96235 -0.37140  -0.9419
Si: 1.55264 0.57924 0.51549  1.6371
C: 1.73601 1.24888 2.24862  -1.1280
N: 1.23338 2.08159 -0.48706  -0.8455
C: 2.02063 3.33122 -0.19417  -0.4071
C: 0.63654 2.09899 -1.80691  -0.4044
H: 2.61879 -2.26311 0.94567  0.2018
H: 0.88242 -2.56595 0.90065  0.1900
H: 1.94338 -3.09964 -0.31648  0.2068
H: 1.12231 -0.88931 -1.30114  0.2264
H: 2.83952 1.34615 2.47391  0.2484
H: 1.42858 2.22727 2.16518  0.2458
H: 1.32089 0.85719 3.09210  0.2487
H: 2.70999 3.20315 0.64828  0.1946
H: 2.62549 3.43236 -1.12620  0.1898
H: 1.35163 4.10198 0.00224  0.1862
H: -0.13405 1.34193 -1.80500  0.2113
H: 0.18229 3.06340 -1.76206  0.1887
H: 1.44713 1.99986 -2.61682  0.1768
C: -2.18964 -0.17899 1.50358  -0.6944
C: -1.83047 0.03014 0.04419  0.1091
N: -2.12599 -0.60323 -0.98436  -0.4037
C: -2.93252 -1.82644 -0.98659  -0.2577
C: -1.92267 -3.00038 -1.12430  -0.6217
H: -2.75430 0.65429 1.94780  0.2302
H: -2.67474 -1.00817 1.84615  0.2225
H: -1.18979 -0.25466 2.14125  0.2185
H: -1.14482 0.71497 -0.32544  0.1856
H: -3.58560 -1.62307 -1.88169  0.2014
H: -3.61844 -2.05805 -0.09692  0.1673
H: -0.92064 -2.61193 -1.37922  0.2215
H: -1.85125 -3.55024 -0.23836  0.2074
H: -2.17124 -3.51029 -2.00618  0.2150


<two> is the most stable structure; the next one sits 31.7 kcal/mol above it.


<one>
# C3H10NO2

A 2-piece molecular cluster, C3H10NO2 overall (wB97M-V/def2-TZVPD, the OMol25 dataset).

The total charge is -1. The calculation puts the LUMO energy at 3.928 eV. As for the HOMO energy: -3.08 eV. The calculation puts the frontier orbital gap at 7.0 eV.

Last column: natural (NBO) charge in e.
Atoms and positions in Å:
C: -0.34336 0.62340 1.17065  -0.1984
N: -0.44723 -0.58990 0.44208  -0.6916
C: 0.07572 -0.69092 -0.96712  0.1458
O: -0.53519 -0.30443 -2.08149  -0.9226
C: -0.38036 0.47314 2.71806  -0.6196
H: 0.62215 1.11609 0.91961  0.1790
H: -1.13657 1.36362 0.90258  0.1353
H: -1.36245 -1.01213 0.56338  0.3340
H: 0.45358 -1.73672 -0.95110  0.0709
H: 1.07754 -0.19394 -0.83065  0.0737
H: 0.63369 0.24815 3.09619  0.1964
H: -1.21343 -0.21929 2.87682  0.1971
H: -0.54509 1.39351 3.26457  0.1862
H: 1.41908 -0.72029 -4.06341  0.4350
H: 0.41166 0.05831 -3.25114  0.5110
O: 1.27026 0.19140 -3.80903  -1.0322


<two>
# C3H10NO2

A 2-piece molecular cluster, C3H10NO2 overall (wB97M-V/def2-TZVPD, the OMol25 dataset).

The total charge is -1. The calculation puts the LUMO energy at 3.914 eV. As for the HOMO energy: -2.59 eV. The calculation puts the frontier orbital gap at 6.5 eV.

Last column: natural (NBO) charge in e.
Atoms and positions in Å:
C: 2.24805 -0.14321 1.12500  -0.2631
O: 2.20726 1.16258 1.67467  -0.7440
H: 3.18747 -0.20996 0.55387  0.1494
H: 2.31682 -0.89090 1.88477  0.1399
H: 1.42302 -0.33388 0.46576  0.2281
H: 1.34621 1.26461 2.12296  0.4688
C: -1.14385 -0.04026 -2.00000  -0.4223
N: -0.63915 -0.51779 -0.69773  -0.7131
C: -1.42218 0.13636 0.44991  0.1507
O: -2.57235 -0.46873 0.61696  -0.9394
H: -2.26325 0.06393 -1.97784  0.1772
H: -0.83317 -0.70688 -2.76987  0.1666
H: -0.71942 0.89753 -2.30534  0.1646
H: -0.91173 -1.50703 -0.61874  0.3430
H: -1.50913 1.25105 0.14340  0.0505
H: -0.71459 0.04259 1.33222  0.0430


<one> is the most stable structure; the next one sits 16.3 kcal/mol above it.